1.
{"formula": "C26H45N4O2PdSbSi3", "method": "the ωB97M-V functional and the def2-TZVPD basis", "elements": ["Pd", "C", "C", "N", "O", "C", "C", "N", "O", "H", "H", "H", "H", "H", "H", "H", "C", "Sb", "C", "C", "C", "C", "C", "C", "N", "Si", "C", "C", "C", "C", "C", "C", "C", "C", "C", "N", "Si", "C", "C", "C", "Si", "C", "C", "C", "H", "H", "H", "H", "H", "H", "H", "H", "H", "H", "H", "H", "H", "H", "H", "H", "H", "H", "H", "H", "H", "H", "H", "H", "H", "H", "H", "H", "H", "H", "H", "H", "H", "H", "H", "H", "H", "H"], "xyz": [[0.196, -0.229, -0.987], [-0.561, -2.466, -4.822], [-0.170, -1.566, -3.683], [0.065, -1.951, -2.476], [-0.056, -3.295, -2.129], [-0.036, -0.138, -3.976], [-0.077, 0.434, -5.353], [0.163, 0.648, -2.942], [0.381, 1.885, -3.128], [-0.726, -3.510, -4.565], [0.203, -2.434, -5.599], [-1.488, -2.102, -5.265], [-0.283, -3.795, -2.927], [-0.641, -0.190, -6.043], [0.924, 0.583, -5.768], [-0.539, 1.421, -5.300], [-1.062, 2.902, -0.437], [-1.051, 1.372, 1.079], [-1.740, -0.364, -0.011], [-1.789, -1.493, 0.957], [-2.052, -2.814, 0.563], [-2.081, -3.816, 1.512], [-1.829, -3.508, 2.843], [-1.530, -2.190, 3.143], [-1.512, -1.216, 2.241], [-3.221, -0.170, -1.153], [-4.646, 0.432, -0.095], [-2.977, 1.023, -2.574], [-3.771, -1.779, -1.941], [1.243, 1.035, 1.503], [1.429, -0.431, 1.807], [1.955, -0.935, 3.000], [2.140, -2.296, 3.151], [1.808, -3.154, 2.113], [1.317, -2.594, 0.951], [1.143, -1.282, 0.807], [2.591, 1.358, 0.137], [4.250, 1.289, 1.019], [2.939, 0.057, -1.216], [2.445, 3.035, -0.644], [1.304, 2.183, 3.034], [2.987, 2.434, 3.820], [0.201, 1.531, 4.404], [0.686, 3.896, 2.597], [-2.117, 3.052, -0.672], [-0.513, 2.686, -1.352], [-0.684, 3.812, 0.025], [-2.186, -3.047, -0.481], [-2.285, -4.837, 1.213], [-1.841, -4.262, 3.617], [-1.284, -1.898, 4.159], [-4.431, 1.415, 0.333], [-4.807, -0.257, 0.738], [-5.578, 0.509, -0.661], [-2.158, 1.724, -2.454], [-3.899, 1.595, -2.709], [-2.793, 0.469, -3.497], [-4.190, -2.486, -1.225], [-2.964, -2.274, -2.488], [-4.554, -1.520, -2.660], [2.232, -0.264, 3.798], [2.544, -2.685, 4.077], [1.930, -4.224, 2.195], [1.046, -3.200, 0.094], [4.371, 0.335, 1.540], [4.420, 2.088, 1.732], [5.039, 1.346, 0.263], [3.631, -0.665, -0.776], [3.452, 0.616, -2.003], [2.172, -0.555, -1.717], [2.574, 3.827, 0.095], [1.511, 3.180, -1.183], [3.256, 3.131, -1.372], [3.575, 1.525, 3.943], [2.806, 2.857, 4.813], [3.591, 3.152, 3.266], [0.541, 0.589, 4.835], [-0.829, 1.390, 4.079], [0.201, 2.278, 5.203], [1.079, 4.265, 1.650], [1.011, 4.583, 3.384], [-0.403, 3.949, 2.552]], "lowdin_spin": [1.02, 0.00, 0.01, 0.07, 0.01, 0.00, 0.00, 0.09, 0.05, 0.00, 0.00, 0.00, 0.00, 0.00, 0.00, 0.00, 0.01, 0.06, 0.27, 0.02, 0.03, 0.00, 0.04, 0.00, 0.04, 0.04, 0.01, 0.00, 0.00, 0.07, 0.01, 0.01, 0.00, 0.01, 0.01, 0.06, 0.00, 0.00, 0.03, 0.00, 0.00, 0.00, 0.00, 0.00, 0.00, 0.00, 0.00, 0.00, 0.00, 0.00, 0.00, 0.00, 0.00, 0.00, 0.00, 0.00, 0.00, 0.00, 0.00, 0.00, 0.00, 0.00, 0.00, 0.00, 0.00, 0.00, 0.00, 0.00, 0.00, 0.01, 0.00, 0.00, 0.00, 0.00, 0.00, 0.00, 0.00, 0.00, 0.00, 0.00, 0.00, 0.00], "total_charge": 0, "e_above_lowest_kj_mol": 44.90, "lumo_energy_ha": [0.015, -0.031], "homo_energy_ev": [-6.48, -7.51], "s_squared": 2.02, "max_force_ha_per_bohr": 0.0204, "gap_ev": [6.88, 6.66], "spin_multiplicity": 3}

---

2.
{"formula": "C7H12AlF3O4P", "method": "the ωB97M-V functional and the def2-TZVPD basis", "elements": ["C", "O", "C", "C", "O", "O", "C", "O", "P", "C", "C", "C", "F", "F", "F", "H", "H", "H", "H", "H", "H", "H", "H", "H", "H", "H", "H", "Al"], "xyz": [[4.457, -0.951, 0.348], [3.720, 0.157, 0.889], [2.869, 0.806, 0.082], [1.358, 0.321, 0.247], [0.836, -0.156, 1.231], [0.581, 0.424, -0.857], [-0.625, 0.985, -0.420], [-0.409, 2.044, 0.409], [-1.420, -0.416, 0.503], [-2.058, -1.673, -0.637], [-2.603, 0.137, 1.690], [-1.420, 1.474, -1.710], [-0.786, 2.508, -2.173], [-1.439, 0.520, -2.625], [-2.650, 1.795, -1.322], [5.197, -1.229, 1.091], [3.773, -1.787, 0.167], [4.960, -0.664, -0.577], [3.069, 0.620, -0.984], [2.844, 1.889, 0.263], [-1.219, 2.424, 0.788], [-1.347, -1.714, -1.466], [-2.051, -2.695, -0.196], [-3.060, -1.413, -0.992], [-2.229, 0.990, 2.261], [-2.814, -0.668, 2.403], [-3.542, 0.391, 1.178], [-3.991, -4.118, 0.410]], "nbo_charge": [-0.27, -0.43, -0.11, 0.85, -0.41, -0.45, 0.16, -0.66, 1.62, -1.01, -1.05, 0.97, -0.24, -0.29, -0.30, 0.25, 0.18, 0.21, 0.25, 0.28, 0.53, 0.33, 0.24, 0.32, 0.33, 0.32, 0.34, 1.01], "total_charge": 3, "lumo_energy_ha": -0.546, "homo_energy_ev": -19.41, "max_force_ha_per_bohr": 0.0392, "gap_ev": 4.54}

---

3.
{"formula": "C4H9N4", "method": "the ωB97M-V functional and the def2-TZVPD basis", "elements": ["C", "C", "C", "C", "N", "N", "N", "N", "H", "H", "H", "H", "H", "H", "H", "H", "H"], "xyz": [[2.681, -0.608, -0.013], [0.287, 1.141, 0.796], [2.340, 0.638, -0.443], [-1.004, -1.591, 0.380], [2.971, -1.658, 0.409], [1.306, 1.379, -0.049], [0.005, -0.568, -1.377], [-0.804, -0.422, -0.465], [0.520, 0.427, 1.446], [-0.304, 2.065, 1.088], [2.943, 0.992, -1.238], [-2.052, -1.956, 0.085], [-0.321, -2.450, 0.140], [-1.048, -1.376, 1.380], [0.992, 2.260, -0.671], [0.066, 0.180, -2.166], [-1.505, 0.266, -0.536]], "nbo_charge": [0.17, -0.30, -0.09, -0.45, -0.19, -0.39, -0.30, -0.15, 0.20, 0.24, 0.26, 0.25, 0.28, 0.23, 0.45, 0.37, 0.41], "total_charge": 1, "e_above_lowest_kj_mol": 572.10, "lumo_energy_ha": [-0.201, -0.201], "homo_energy_ev": [-12.72, -12.72], "max_force_ha_per_bohr": 0.0863, "gap_ev": [7.24, 7.25]}